C3H2OS | ωB97M-V with the def2-TZVPD basis set

- LUMO: -0.16 eV
- Highest occupied orbital energy: -10.37 eV
- Structure (SMILES): C#CC(=O)S
- Total energy: -588.85006 hartree

Element x y z (Å)
C  -0.242  -0.149  0.405
C  -0.811  0.878  -0.322
C  -1.236  1.776  -0.920
H  1.335  -1.641  0.614
H  -1.320  2.720  -1.432
O  -0.740  -0.683  1.406
S  1.227  -0.665  -0.338